Entry 1:
The following is a quantum chemistry calculation of a molecular structure, C36H35Cl3MoN4O3S2SbSe5, from OMol25.

```
90
Properties=species:S:1:pos:R:3:forces:R:3:lowdin_charge:R:1
Mo -0.625598 1.422587 1.861368 0.507 0.319 -0.156 0.51
Se 3.120532 1.873426 4.888801 -0.018 0.159 -0.091 -0.28
Sb 1.601027 3.392402 3.829940 -0.014 -0.098 0.020 0.10
Se 1.408982 2.638911 1.292060 -0.098 -0.042 0.027 -0.06
Se 0.467852 -0.692555 2.432223 -0.212 -0.077 -0.045 0.17
Se -0.838185 2.356941 4.074273 -0.006 0.043 0.051 -0.10
C 3.222142 -6.318223 4.789699 -0.025 -0.004 -0.014 -0.06
C 2.272553 -5.159666 4.673841 -0.026 -0.028 -0.040 -0.27
C 2.558920 -3.940305 5.260136 -0.018 -0.053 0.005 -0.02
C 1.687756 -2.859044 5.170395 0.021 0.037 0.139 -0.30
C 2.084929 -1.547428 5.775348 -0.048 0.030 -0.054 -0.11
C 0.490212 -3.030504 4.476712 -0.090 0.112 -0.085 -0.53
Se -0.695084 -1.524980 4.298768 -0.044 0.031 0.091 0.59
C 0.188787 -4.239912 3.842920 -0.044 -0.031 -0.069 -0.30
C -1.038179 -4.407627 2.991478 -0.031 0.112 -0.053 -0.09
C 1.085370 -5.290942 3.963107 0.047 -0.011 -0.003 -0.02
H 4.164138 -6.009089 5.235883 0.081 0.017 0.033 0.07
H 3.432358 -6.750785 3.811910 0.017 -0.033 -0.049 0.08
H 2.797632 -7.105930 5.412178 -0.016 -0.073 0.042 0.08
H 3.489175 -3.811907 5.797081 0.102 0.004 0.058 0.11
H 2.931407 -1.675703 6.445267 0.099 0.007 0.046 0.08
H 1.264863 -1.085995 6.321369 -0.005 0.016 0.036 0.06
H 2.369067 -0.827025 5.002058 -0.035 -0.037 0.053 -0.01
H -1.041038 -3.672543 2.178579 -0.011 -0.101 0.086 0.05
H -1.949624 -4.253855 3.570592 -0.013 0.011 -0.012 0.07
H -1.062376 -5.404475 2.555034 -0.011 -0.042 -0.029 0.07
H 0.863510 -6.227556 3.466587 -0.020 -0.079 -0.034 0.11
Cl -4.058217 6.065212 -1.329645 0.055 -0.013 -0.053 0.69
C -2.809238 5.102408 -2.048872 -0.030 0.048 -0.018 -0.66
C -1.683323 4.770910 -1.319563 0.083 0.062 -0.051 -0.08
C -0.695167 4.009402 -1.920021 -0.021 0.006 0.034 0.00
C -0.822043 3.537140 -3.222618 0.070 -0.109 -0.005 -0.17
C 0.189334 2.569560 -3.817565 -0.001 0.171 -0.062 -0.31
C -0.320260 1.136585 -3.788794 -0.056 -0.010 -0.358 -0.07
N -0.605893 0.671291 -2.456570 -0.076 -0.462 -0.039 -0.03
C -1.644093 -0.174248 -2.147764 -0.218 0.176 0.072 -0.04
C -1.676817 -0.250920 -0.796387 -0.121 -0.243 0.167 -0.12
N -0.666156 0.512246 -0.276709 0.239 -0.205 0.153 -0.08
C -0.023841 1.019687 -1.298119 0.152 0.400 0.152 -0.20
O 1.429154 2.618282 -3.136975 -0.034 -0.086 0.009 -0.12
C 2.437569 3.391143 -3.762401 0.112 0.194 -0.033 -0.14
C 3.307233 2.537545 -4.644351 0.044 -0.098 0.061 -0.30
C 4.554103 2.094134 -4.309071 -0.114 -0.016 -0.071 -0.98
Cl 5.428742 2.448612 -2.879185 0.010 0.015 0.049 0.68
S 5.239270 1.042316 -5.484380 -0.101 0.062 0.065 0.99
C 3.837658 1.173916 -6.461266 -0.056 0.141 0.124 -0.42
C 2.905635 1.993206 -5.904781 0.253 -0.077 0.019 -0.14
C -1.966695 3.901447 -3.921136 0.034 -0.023 0.038 -0.57
Cl -2.196128 3.373624 -5.573885 -0.019 -0.014 -0.098 0.70
C -2.958843 4.680217 -3.359401 -0.093 0.079 0.061 -0.13
H -1.576640 5.077766 -0.288807 -0.041 -0.011 -0.016 0.12
H 0.181842 3.761184 -1.339366 0.041 -0.031 0.016 0.08
H 0.336710 2.808538 -4.874710 -0.023 0.055 -0.004 0.11
H 0.398267 0.474331 -4.283268 0.009 0.097 0.051 0.12
H -1.268464 1.112011 -4.336635 0.223 -0.074 -0.003 0.11
H -2.273983 -0.600243 -2.902367 -0.088 -0.074 -0.120 0.12
H -2.355508 -0.803624 -0.170449 0.014 -0.050 0.003 0.11
H 0.829712 1.669084 -1.230764 0.009 -0.014 0.001 0.06
H 3.031033 3.829952 -2.959006 -0.003 0.005 -0.091 0.12
H 1.978975 4.206801 -4.336064 0.092 -0.046 0.041 0.14
H 3.789024 0.660212 -7.403499 -0.019 -0.061 -0.114 0.06
H 1.965949 2.218415 -6.379807 -0.142 0.032 -0.066 0.11
H -3.839360 4.941506 -3.927360 -0.008 0.006 0.000 0.10
C 2.153777 -1.755447 -0.515424 0.011 -0.089 0.046 -0.04
N 1.710246 -2.124413 -1.848096 -0.272 -0.099 -0.135 -0.11
C 2.291227 -1.624974 -2.995419 -0.143 0.033 -0.300 -0.07
C 1.682337 -2.199554 -4.052355 0.209 0.240 0.003 -0.10
N 0.728318 -3.048356 -3.538501 -0.045 0.039 0.218 0.05
C 0.743581 -3.033862 -2.172945 0.208 -0.076 0.082 -0.86
S -0.175663 -4.013797 -1.190173 -0.142 0.020 0.183 0.54
H 3.205690 -2.021894 -0.418788 0.007 -0.023 0.141 0.10
H 1.560123 -2.284035 0.227151 0.001 -0.017 -0.114 0.02
H 2.039532 -0.681587 -0.362797 -0.040 -0.033 -0.004 0.07
H 3.070020 -0.889579 -2.953558 0.130 0.112 -0.023 0.12
H 1.842815 -2.075979 -5.104447 0.034 0.044 -0.119 0.11
H 0.114635 -3.660951 -4.043211 -0.002 -0.025 0.025 0.14
O -3.989466 3.082000 -0.010416 -0.120 -0.009 0.057 0.05
C -3.366773 2.417152 0.795358 0.015 0.033 0.082 -0.56
O -2.063521 2.401271 0.836968 -0.294 -0.224 0.130 -0.27
C -4.102103 1.584317 1.824364 0.071 0.058 -0.087 -0.14
C -3.582968 0.407139 2.348118 0.243 -0.021 -0.199 -0.08
C -4.287786 -0.323003 3.292741 0.026 -0.079 0.060 -0.08
C -5.515290 0.141392 3.740986 0.029 -0.030 -0.027 -0.09
C -6.045613 1.315210 3.220626 0.070 -0.034 -0.011 -0.08
C -5.349212 2.024209 2.256034 0.041 -0.013 -0.033 -0.02
H -2.631090 -0.003014 1.984035 -0.204 0.052 0.115 0.05
H -3.869398 -1.248307 3.671511 -0.004 0.071 0.012 0.09
H -6.059289 -0.415579 4.492223 -0.025 -0.014 0.016 0.10
H -7.004618 1.673794 3.566923 -0.059 0.035 0.022 0.10
H -5.750160 2.930015 1.823028 -0.010 0.028 -0.005 0.12
```
Positions in Å, forces in eV/Å.

Calculated values
⟨S²⟩ = 2.0330
HOMO-LUMO gap (alpha / beta) = 5.49 / 5.82 eV
charge = -1
2S+1 = 3
E_HOMO (alpha / beta) = -3.97 / -4.30 eV



Entry 2:
The following is a quantum chemistry calculation of a molecular structure, C36H35ClIrNO7S2Sb2, from OMol25.

```
85
Properties=species:S:1:pos:R:3:forces:R:3:lowdin_charge:R:1
Ir 1.821844 -0.757175 -0.882935 -0.201 -0.204 -0.061 1.21
C -2.024175 -0.427568 1.541455 0.050 -0.039 -0.006 -0.35
C -1.476919 0.774858 2.328266 -0.043 0.061 -0.018 -0.34
C -0.057894 1.172800 1.909668 0.084 -0.020 0.051 -0.39
Sb 0.307211 2.767867 0.516397 -0.136 0.001 0.025 1.51
C -0.004811 4.353397 1.988262 -0.001 -0.015 -0.035 -0.39
C -0.431457 4.147769 3.298963 -0.008 0.000 0.025 -0.13
C -0.646391 5.214051 4.166011 0.002 -0.009 0.008 -0.11
C -0.438200 6.516707 3.736730 0.001 0.002 -0.010 -0.12
C -0.010925 6.743541 2.434783 0.003 0.003 0.013 -0.11
C 0.203922 5.671503 1.579199 0.001 0.001 0.005 -0.16
C -1.679354 3.061787 -0.275158 -0.006 -0.036 -0.033 -0.38
C -1.927717 2.642451 -1.582695 0.026 0.098 -0.035 -0.18
C -3.176427 2.821424 -2.163450 0.033 0.103 -0.012 -0.12
C -4.194104 3.437716 -1.449616 0.033 0.051 -0.044 -0.13
C -3.960571 3.861388 -0.148082 0.086 0.114 -0.108 -0.15
C -2.713955 3.669393 0.435814 0.003 0.021 0.001 -0.14
Sb -3.563825 -0.016649 0.089066 -0.038 -0.128 0.199 1.57
C -4.966907 0.443298 1.731637 0.030 0.024 -0.045 -0.36
C -5.223754 -0.430582 2.789709 0.015 -0.017 -0.014 -0.13
C -6.076266 -0.082454 3.827977 -0.016 0.012 0.008 -0.11
C -6.697853 1.161491 3.833833 0.001 -0.003 0.007 -0.13
C -6.459414 2.045192 2.792602 0.014 -0.028 0.004 -0.11
C -5.603391 1.682960 1.756102 -0.057 0.002 -0.041 -0.14
C -4.236468 -2.066521 0.060048 -0.015 -0.024 0.031 -0.38
C -5.600535 -2.352939 0.044586 -0.002 -0.033 -0.015 -0.16
C -6.062085 -3.663588 0.037641 -0.002 0.020 0.003 -0.12
C -5.156120 -4.714921 0.049294 0.018 -0.025 -0.002 -0.12
C -3.794090 -4.444750 0.060092 -0.021 0.013 -0.005 -0.09
C -3.336434 -3.132332 0.060261 -0.015 -0.023 0.001 -0.11
H -2.495219 -1.145899 2.215191 0.026 -0.011 0.022 0.04
H -1.224870 -0.948250 1.013607 -0.022 0.013 -0.014 0.03
H -1.440555 0.501437 3.389007 -0.042 -0.009 0.000 0.10
H -2.171275 1.622020 2.275930 0.012 0.029 0.014 0.07
H 0.453494 0.316838 1.476482 -0.027 0.016 0.039 -0.01
H 0.552137 1.469014 2.767487 -0.024 -0.036 0.021 0.04
H -0.613594 3.140815 3.656940 0.002 -0.002 -0.011 0.08
H -0.983782 5.023733 5.178712 0.000 0.003 0.000 0.09
H -0.607715 7.348824 4.410134 -0.001 0.001 0.001 0.09
H 0.155701 7.756641 2.086231 -0.001 0.003 0.001 0.09
H 0.537484 5.868662 0.564480 0.000 -0.002 -0.002 0.09
H -1.164335 2.120494 -2.146731 -0.057 0.182 0.000 0.05
H -3.350409 2.451731 -3.166643 0.018 -0.010 0.003 0.11
H -5.170990 3.575075 -1.899179 -0.011 -0.007 0.000 0.09
H -4.752446 4.336719 0.421027 0.039 0.046 -0.027 0.09
H -2.552257 4.004987 1.454168 -0.002 0.012 -0.003 0.09
H -4.756458 -1.410221 2.799324 0.004 -0.005 -0.001 0.09
H -6.256796 -0.782162 4.636611 -0.001 -0.002 0.005 0.09
H -7.361444 1.437117 4.645482 -0.003 -0.001 0.005 0.09
H -6.936233 3.019277 2.785965 -0.007 0.009 0.002 0.09
H -5.421607 2.387511 0.950428 -0.087 -0.180 0.135 0.05
H -6.321481 -1.541269 0.052938 -0.005 0.005 0.004 0.09
H -7.128276 -3.862122 0.026347 -0.002 -0.001 0.001 0.09
H -5.509583 -5.739967 0.045655 0.000 0.000 -0.001 0.09
H -3.076435 -5.256564 0.058205 -0.001 -0.010 0.002 0.10
H -2.270867 -2.943350 0.034873 0.004 0.020 0.004 0.09
N 3.278989 0.492626 1.582498 0.012 -0.034 -0.012 -0.01
C 2.736122 0.027845 0.666480 0.062 -0.022 -0.086 -0.51
Cl 0.427570 2.408303 -7.210824 -0.002 0.002 -0.001 0.58
C 1.147524 1.857370 -5.706367 0.000 -0.002 0.012 -0.67
C 1.825369 0.651886 -5.681640 0.016 0.002 0.013 -0.12
C 2.397840 0.228307 -4.492894 -0.052 -0.047 -0.012 -0.05
C 2.303508 0.983821 -3.325258 0.018 0.041 -0.010 -0.30
C 2.936634 0.533195 -2.047723 -0.005 -0.055 0.030 -0.26
C 1.604471 2.188117 -3.391478 0.053 0.003 0.026 -0.06
C 1.026358 2.632964 -4.569625 -0.040 0.010 -0.022 -0.12
H 1.893255 0.050433 -6.578566 -0.001 -0.001 0.003 0.09
H 2.909126 -0.726800 -4.458914 -0.008 0.001 0.006 0.12
H 3.197200 1.412600 -1.454373 -0.002 -0.010 0.009 0.05
H 3.866387 -0.001148 -2.272721 0.005 -0.005 0.003 0.06
H 1.507999 2.783334 -2.490711 -0.019 0.003 0.003 0.08
H 0.472313 3.562218 -4.600244 0.006 -0.003 -0.004 0.10
C 3.115585 -3.120952 1.712096 -0.025 0.013 0.001 -0.15
S 2.226104 -3.290232 0.190381 -0.176 0.046 0.134 0.42
O 3.046309 -2.550688 -0.826040 0.094 0.295 -0.028 -0.44
O 2.097144 -4.699446 -0.063634 0.093 0.014 -0.051 -0.32
O 0.963558 -2.539456 0.350897 0.104 -0.144 -0.027 -0.40
H 4.095857 -3.571310 1.569974 0.000 -0.005 0.009 0.06
H 2.558038 -3.653576 2.480018 -0.012 0.003 -0.007 0.06
H 3.202307 -2.062461 1.949443 0.019 -0.003 -0.006 0.02
O -1.589480 -1.316095 -1.491909 -0.024 0.074 -0.206 -0.41
S -0.560416 -0.535164 -2.168354 -0.283 -0.379 0.172 0.31
O -1.052939 0.240064 -3.278327 0.091 -0.018 -0.085 -0.30
O 0.095079 0.386119 -1.094903 0.508 0.180 -0.137 -0.57
O 0.623734 -1.400933 -2.538790 -0.083 0.059 0.172 -0.43
```
Positions in Å, forces in eV/Å.

Calculated values
HOMO-LUMO gap = 7.51 eV
charge = -2
E_HOMO = -3.34 eV



Entry 3:
The following is a quantum chemistry calculation of a molecular structure, C36H35ClNP2Tm at a distorted geometry, from OMol25.

```
76
Properties=species:S:1:pos:R:3:forces:R:3:lowdin_charge:R:1
Tm 0.549615 -0.037070 0.201225 3.771 0.151 2.369 0.68
Cl 3.014324 0.036068 0.208063 -0.842 -0.035 -0.106 -0.05
P -0.083747 -2.716957 -0.098519 0.423 -0.149 -0.339 0.96
P -0.096990 2.624860 -0.137226 0.415 1.263 0.043 0.98
C 0.336936 -3.451492 1.512314 -0.466 0.586 1.010 -0.39
C 1.161823 -3.306207 -1.308200 0.758 -0.342 0.820 -0.38
C -1.740589 -3.286545 -0.579123 -0.210 0.502 -1.207 -0.38
C -1.802642 3.296246 -0.047608 -0.099 0.788 -1.277 -0.36
C 0.831082 3.507423 1.218714 1.103 -1.603 1.032 -0.35
C 0.770682 3.173297 -1.683785 0.829 0.448 0.468 -0.36
C -0.641615 -4.175950 2.217210 0.118 -0.242 -0.547 -0.08
C -0.335954 -4.778716 3.432514 0.369 -0.006 0.168 -0.05
C 0.927821 -4.555999 3.993101 0.108 -0.284 0.234 -0.05
C 1.856055 -3.690285 3.395081 -0.071 -0.193 -0.055 -0.06
C 1.541165 -3.103700 2.170802 -0.085 -0.216 -0.444 -0.13
H -1.630261 -4.309321 1.774362 0.344 -0.175 0.095 0.10
H -1.055726 -5.465595 3.903286 0.411 0.540 -0.157 0.13
H 1.215525 -5.086843 4.907777 -0.190 0.294 -0.331 0.12
H 2.850011 -3.540251 3.848286 -0.707 0.043 -0.215 0.13
H 2.246817 -2.411690 1.695039 -0.060 -0.410 0.053 0.07
C -2.891287 -2.746023 0.030352 0.117 -0.040 -0.149 -0.14
C -4.165565 -3.143234 -0.381502 0.370 -0.363 -0.328 -0.05
C -4.242077 -4.060857 -1.455197 -0.366 -0.226 0.054 -0.05
C -3.113070 -4.510860 -2.172384 -0.347 0.244 0.475 -0.04
C -1.861471 -4.056032 -1.758807 0.172 -0.157 0.661 -0.07
H -2.774381 -1.968051 0.790618 -0.105 -0.402 0.139 0.10
H -5.075988 -2.773595 0.139185 0.810 -0.338 -0.599 0.13
H -5.234535 -4.439383 -1.725385 0.433 0.184 -0.021 0.12
H -3.189122 -5.237848 -3.007139 -0.111 0.783 0.625 0.13
H -0.954568 -4.306678 -2.314132 -0.339 -0.185 0.211 0.11
C 1.851437 -4.512283 -1.018552 -0.514 0.434 -0.428 -0.07
C 2.806911 -4.994943 -1.906192 -0.070 0.118 -0.180 -0.04
C 3.133944 -4.211837 -3.027202 0.196 0.025 -0.623 -0.04
C 2.567763 -2.940606 -3.262899 -0.306 -0.350 0.411 -0.05
C 1.580985 -2.489968 -2.372690 -0.049 -0.312 0.021 -0.13
H 1.606848 -5.059339 -0.109152 -0.014 -0.016 -0.296 0.11
H 3.250262 -5.996054 -1.731271 -0.158 0.925 -0.228 0.13
H 3.842113 -4.606404 -3.775134 -0.330 0.255 0.564 0.12
H 2.846344 -2.328103 -4.140283 -0.070 -0.531 0.693 0.12
H 1.118533 -1.499495 -2.505774 0.091 -0.343 -0.172 0.08
C 2.248378 3.647855 1.184647 -0.151 -0.051 -1.076 -0.11
C 2.958083 4.245139 2.218224 -0.022 0.382 0.248 -0.06
C 2.289672 4.554095 3.405241 -0.273 0.286 0.159 -0.06
C 0.944245 4.181014 3.575686 0.251 0.135 -0.331 -0.06
C 0.243976 3.613322 2.498677 -0.247 0.477 -0.093 -0.12
H 2.843376 3.280950 0.330585 -0.598 0.508 0.163 0.11
H 4.014759 4.547502 2.070110 -0.790 -0.543 0.201 0.13
H 2.808605 5.114475 4.194965 -0.261 -0.422 -0.322 0.12
H 0.431283 4.413296 4.519449 0.252 -0.321 -0.486 0.12
H -0.789809 3.280398 2.646268 0.177 0.460 -0.094 0.10
C -2.857386 2.537792 0.476200 -0.295 -0.021 -0.208 -0.13
C -4.176305 3.019755 0.470948 0.635 0.800 -0.412 -0.05
C -4.400906 4.307839 -0.089182 -0.591 -0.385 0.441 -0.05
C -3.378124 5.081501 -0.660979 0.738 -0.513 0.140 -0.04
C -2.071971 4.550916 -0.676473 -0.725 -0.687 0.824 -0.05
H -2.673477 1.514642 0.820286 0.012 0.270 0.162 0.07
H -4.992660 2.401790 0.888516 0.532 0.612 -0.373 0.12
H -5.431137 4.696265 -0.062531 0.610 -0.151 -0.100 0.12
H -3.538264 6.090502 -1.094281 -0.149 -0.948 0.349 0.13
H -1.277951 5.092558 -1.172063 0.011 0.045 0.106 0.09
C 1.222652 4.517533 -1.806375 -0.403 -0.393 -0.251 -0.10
C 1.824826 4.955732 -2.988493 -0.058 -0.122 -0.049 -0.05
C 2.128817 4.018868 -3.989526 -0.057 -0.528 -0.538 -0.04
C 1.846914 2.639606 -3.823216 -0.172 0.654 0.413 -0.05
C 1.178523 2.238958 -2.656163 -0.344 0.019 -0.094 -0.12
H 1.110088 5.230266 -0.984159 -0.253 -0.279 -0.297 0.12
H 2.014447 6.042267 -3.123387 0.100 -1.027 0.080 0.13
H 2.582997 4.340252 -4.946019 -0.269 -0.129 0.773 0.13
H 2.095901 1.892545 -4.596689 -0.047 0.629 0.523 0.12
H 0.955486 1.159834 -2.527295 -0.028 0.523 -0.117 0.06
H -1.375002 -0.106162 -0.138021 -0.463 -0.404 -5.275 0.06
H -0.999354 -0.278813 -1.230447 -2.605 0.481 3.852 0.16
N 0.249578 0.062504 2.699732 0.242 0.142 2.626 -0.02
H -0.298412 0.777025 3.259792 0.380 -0.635 -1.292 0.08
H 1.199068 0.289709 3.090812 -0.555 -0.144 -0.822 0.08
H 0.051644 -0.791436 3.295406 0.089 0.620 -1.277 0.08
```
Positions in Å, forces in eV/Å.

Calculated values
⟨S²⟩ = 2.0029
HOMO-LUMO gap (alpha / beta) = 5.61 / 5.62 eV
charge = +2
2S+1 = 3
E_HOMO (alpha / beta) = -13.90 / -13.88 eV